# 1
{"formula": "C25H32NO7", "method": "the ωB97M-V functional and the def2-TZVPD basis", "e_tot_ev": -42267.700, "charge": -1, "lumo_ha": 0.0999, "de_lowest_kcal_mol": 0.0, "species": ["C", "C", "O", "C", "C", "C", "O", "C", "C", "C", "C", "C", "O", "H", "H", "H", "H", "H", "H", "H", "H", "H", "H", "H", "H", "H", "H", "H", "C", "N", "C", "C", "C", "C", "C", "C", "C", "C", "O", "O", "C", "C", "C", "O", "C", "O", "C", "C", "H", "H", "H", "H", "H", "H", "H", "H", "H", "H", "H", "H", "H", "H", "H", "H", "H"], "xyz": [[-0.923, 4.375, 1.406], [-0.185, 3.125, 1.808], [0.618, 2.712, 0.690], [1.387, 1.612, 0.916], [2.326, 1.414, -0.209], [3.246, 0.313, -0.128], [2.947, -0.829, 0.240], [4.680, 0.563, -0.628], [4.802, 0.493, -2.146], [3.657, 1.163, -2.905], [3.355, 2.555, -2.357], [2.559, 2.626, -1.037], [1.271, 0.963, 1.948], [-1.611, 4.657, 2.205], [-0.229, 5.205, 1.249], [-1.502, 4.219, 0.490], [0.470, 3.312, 2.671], [-0.899, 2.330, 2.052], [5.011, 1.535, -0.235], [5.311, -0.215, -0.185], [5.755, 0.966, -2.423], [4.877, -0.554, -2.464], [3.939, 1.268, -3.960], [2.759, 0.536, -2.885], [4.289, 3.117, -2.209], [2.796, 3.123, -3.115], [1.564, 3.052, -1.254], [3.068, 3.376, -0.392], [-2.969, -1.576, -4.964], [-3.013, -2.316, -3.717], [-4.200, -3.130, -3.522], [-2.210, -1.915, -2.644], [-2.732, -1.120, -1.598], [-1.937, -0.788, -0.518], [-0.611, -1.278, -0.426], [0.157, -1.226, 0.796], [-0.345, -1.511, 2.017], [0.572, -1.598, 3.195], [1.763, -1.768, 3.122], [-0.050, -1.577, 4.416], [-1.423, -1.132, 4.455], [-1.951, -1.510, 5.838], [-1.552, 0.360, 4.209], [-2.206, -1.895, 3.507], [-1.703, -2.075, 2.253], [-2.343, -2.707, 1.442], [-0.047, -1.922, -1.547], [-0.839, -2.280, -2.619], [-2.012, -1.045, -5.040], [-3.081, -2.276, -5.802], [-3.792, -0.843, -5.013], [-4.082, -3.755, -2.627], [-5.106, -2.514, -3.420], [-4.326, -3.774, -4.402], [-3.774, -0.796, -1.642], [-2.343, -0.172, 0.286], [1.236, -1.165, 0.747], [-1.858, -2.591, 5.978], [-1.362, -0.991, 6.597], [-2.999, -1.215, 5.926], [-1.058, 0.657, 3.275], [-2.618, 0.628, 4.181], [-1.084, 0.903, 5.042], [1.007, -2.204, -1.492], [-0.444, -2.893, -3.432]], "mulliken_charge": [-1.480, 0.330, -0.292, -0.242, 1.049, 0.586, -0.789, -1.015, -0.728, -0.586, -0.922, -0.466, -0.666, 0.418, 0.341, 0.307, 0.315, -0.133, 0.353, 0.382, 0.320, 0.316, 0.418, 0.252, 0.385, 0.429, 0.122, 0.033, -0.986, 0.214, -1.008, 0.111, -0.353, -0.676, 0.477, -0.284, 0.851, -0.101, -0.586, -0.424, 1.680, -1.851, -0.821, -0.379, -0.103, -0.620, -0.805, -0.375, 0.316, 0.306, 0.282, 0.276, 0.319, 0.329, 0.349, 0.437, 0.825, 0.411, 0.387, 0.382, -0.257, 0.377, 0.393, 0.470, 0.402]}

# 2
{"formula": "C25H33BN", "method": "the ωB97M-V functional and the def2-TZVPD basis", "e_tot_ev": -28618.645, "charge": 1, "lumo_ha": -0.1736, "de_lowest_kcal_mol": 26.3, "species": ["C", "C", "C", "C", "C", "C", "C", "C", "C", "C", "C", "C", "C", "C", "H", "H", "H", "H", "H", "H", "H", "H", "H", "H", "H", "H", "H", "C", "C", "N", "C", "C", "C", "C", "C", "C", "C", "C", "C", "B", "H", "H", "H", "H", "H", "H", "H", "H", "H", "H", "H", "H", "H", "H", "H", "H", "H", "H", "H", "H"], "xyz": [[-4.841, 0.899, 5.611], [-3.475, 1.140, 6.185], [-3.113, 2.360, 6.783], [-1.849, 2.552, 7.321], [-0.875, 1.518, 7.292], [0.484, 1.591, 7.913], [1.626, 1.637, 6.977], [2.845, 2.299, 7.373], [4.050, 2.044, 6.701], [4.064, 1.243, 5.558], [2.853, 0.778, 5.039], [1.661, 1.043, 5.694], [-1.223, 0.314, 6.654], [-2.513, 0.112, 6.142], [-4.864, -0.018, 5.016], [-5.584, 0.823, 6.414], [-5.172, 1.731, 4.958], [-3.871, 3.140, 6.810], [-1.605, 3.521, 7.780], [0.579, 2.334, 8.715], [2.849, 2.945, 8.238], [4.974, 2.471, 7.080], [5.014, 1.023, 5.045], [2.855, 0.212, 4.092], [0.710, 0.756, 5.214], [-0.477, -0.477, 6.588], [-2.767, -0.835, 5.703], [-0.534, -3.247, 9.357], [0.797, -2.640, 8.950], [1.407, -1.807, 10.087], [1.432, -2.695, 11.328], [2.079, -3.912, 11.230], [2.237, -4.761, 12.352], [1.698, -4.344, 13.594], [1.031, -3.139, 13.669], [0.881, -2.297, 12.547], [2.891, -1.628, 9.741], [3.672, -1.015, 10.903], [3.022, -0.779, 8.507], [0.609, -0.338, 10.148], [0.548, 0.551, 9.047], [-0.976, -3.700, 8.454], [-0.413, -4.046, 10.107], [-1.242, -2.503, 9.751], [1.524, -3.436, 8.683], [0.695, -1.958, 8.088], [2.529, -4.254, 10.278], [2.762, -5.690, 12.247], [1.826, -5.002, 14.467], [0.608, -2.809, 14.633], [0.352, -1.327, 12.604], [3.292, -2.633, 9.534], [4.678, -0.783, 10.533], [3.196, -0.086, 11.270], [3.797, -1.715, 11.741], [4.073, -0.713, 8.226], [2.478, -1.176, 7.658], [2.658, 0.233, 8.722], [-0.482, -0.614, 10.478], [1.152, 0.275, 10.987]], "mulliken_charge": [-1.414, 0.924, -0.691, -0.550, 0.346, 0.120, 0.125, -0.164, -0.697, -0.334, -0.780, -0.015, -0.236, -1.009, 0.353, 0.305, 0.373, 0.420, 0.439, 0.702, 0.459, 0.403, 0.398, 0.398, 0.590, 0.243, 0.361, -1.407, 0.037, 1.098, 0.138, 0.151, -0.959, -0.463, -0.785, -0.228, 0.546, -1.523, -1.486, -0.759, -0.313, 0.481, 0.312, 0.251, 0.417, -0.009, 0.243, 0.454, 0.390, 0.388, 0.395, 0.453, 0.476, 0.233, 0.364, 0.597, 0.413, 0.113, -0.075, -0.014]}

# 3
{"formula": "C25H33BrFeN5O2S3", "method": "the ωB97M-V functional and the def2-TZVPD basis", "e_tot_ev": -174927.532, "charge": 2, "lumo_ha": [-0.1849, -0.2541], "spin_multiplicity": 6, "de_lowest_kcal_mol": 5.5, "species": ["Fe", "C", "C", "N", "C", "C", "S", "C", "C", "N", "H", "H", "H", "H", "H", "H", "H", "H", "H", "H", "H", "H", "H", "H", "O", "C", "C", "C", "C", "C", "C", "C", "O", "N", "N", "C", "C", "Br", "C", "C", "C", "C", "C", "C", "C", "H", "H", "H", "H", "H", "H", "H", "H", "H", "H", "H", "H", "H", "H", "S", "C", "N", "C", "C", "S", "H", "H", "H", "H", "H"], "xyz": [[-0.173, -1.025, -0.396], [0.683, -3.757, -2.165], [1.882, -3.268, -1.364], [1.468, -2.552, -0.130], [1.172, -3.448, 1.015], [-0.150, -4.192, 0.914], [-1.548, -3.101, 0.494], [-2.179, -3.849, -1.042], [-1.715, -3.126, -2.299], [-0.322, -2.703, -2.181], [1.009, -4.027, -3.174], [0.263, -4.663, -1.734], [2.537, -4.107, -1.110], [2.468, -2.564, -1.957], [2.269, -1.991, 0.146], [1.982, -4.174, 1.145], [1.149, -2.827, 1.912], [-0.123, -5.007, 0.198], [-0.362, -4.634, 1.888], [-1.889, -4.899, -1.022], [-3.266, -3.821, -0.975], [-1.881, -3.777, -3.166], [-2.306, -2.221, -2.448], [-0.128, -2.033, -2.919], [-1.324, 2.414, -4.783], [-0.170, 1.695, -4.872], [0.606, 1.672, -6.027], [1.783, 0.950, -6.049], [2.206, 0.250, -4.923], [1.424, 0.279, -3.784], [0.227, 0.988, -3.742], [-0.611, 1.008, -2.484], [-0.692, -0.260, -1.942], [-0.046, 1.890, -1.467], [0.439, 1.356, -0.342], [0.899, 2.126, 0.566], [1.379, 1.626, 1.841], [1.733, -0.239, 1.837], [1.652, 2.310, 2.952], [1.363, 3.732, 3.175], [2.224, 4.463, 3.995], [2.001, 5.812, 4.219], [0.904, 6.437, 3.641], [0.022, 5.710, 2.855], [0.247, 4.362, 2.624], [-1.537, 2.811, -5.635], [0.288, 2.225, -6.901], [2.382, 0.940, -6.948], [3.136, -0.299, -4.942], [1.751, -0.249, -2.893], [-1.613, 1.381, -2.720], [0.010, 2.884, -1.631], [0.925, 3.202, 0.412], [2.157, 1.789, 3.757], [3.077, 3.974, 4.446], [2.677, 6.373, 4.847], [0.727, 7.488, 3.820], [-0.849, 6.192, 2.433], [-0.478, 3.784, 2.064], [-1.892, 0.132, 1.013], [-2.156, -0.482, 2.562], [-3.284, -0.281, 3.216], [-3.310, -0.642, 4.633], [-2.260, -1.738, 4.776], [-0.991, -1.321, 3.535], [-4.029, 0.248, 2.782], [-4.301, -0.997, 4.906], [-3.065, 0.235, 5.238], [-2.665, -2.722, 4.545], [-1.805, -1.747, 5.763]], "mulliken_charge": [0.804, -0.805, -0.981, 0.094, -0.740, -0.680, -0.029, -0.790, -0.756, 0.253, 0.429, 0.310, 0.462, 0.436, 0.312, 0.434, 0.220, 0.344, 0.607, 0.405, 0.488, 0.439, 0.293, 0.247, -0.566, 0.738, -0.726, -0.591, -1.042, 0.143, 0.209, -0.745, -0.100, -0.202, 0.029, -0.607, 0.409, -0.231, -0.772, 0.554, -0.482, -0.589, -0.447, -0.657, -0.431, 0.346, 0.321, 0.415, 0.422, 0.230, 0.422, 0.303, 0.732, 0.427, 0.401, 0.406, 0.401, 0.407, 0.568, -0.270, 0.517, -0.227, -0.607, -0.584, 0.036, 0.258, 0.351, 0.292, 0.312, 0.429]}